Computed, not measured: a 4-piece molecular cluster, C26H71BBrN9O5P3 overall in a non-equilibrium geometry, with ωB97M-V/def2-TZVPD.

Positions of all 116 atoms, in Å:
C 1.4110 0.0727 3.9891
C 1.1921 1.1807 2.9373
C 0.2655 0.7806 1.7708
C -0.6428 1.9895 1.4071
B 1.0851 0.3493 0.4174
Br -0.2015 0.1236 -1.1991
C 2.0742 -0.9554 0.5596
C 1.4433 -2.3284 0.2672
C 0.3195 -2.5999 1.2772
C 0.1619 -4.0277 1.7064
O -0.1646 -4.2923 2.8471
O 0.3387 -5.0613 0.8047
H 2.3861 -0.3985 3.8676
H 1.4015 0.4794 5.0027
H 0.6263 -0.6809 3.9688
H 0.7116 2.0044 3.4703
H 2.1564 1.5608 2.5962
H -0.4259 0.0201 2.1505
H -0.9236 2.5710 2.2887
H -0.2091 2.6030 0.6217
H -1.5771 1.5808 1.0237
H 1.7889 1.3054 0.1374
H 2.6009 -0.9778 1.5176
H 2.8597 -0.8264 -0.1960
H 2.2336 -3.0816 0.4142
H 1.1268 -2.4246 -0.7669
H 0.5629 -2.0475 2.1773
H -0.6185 -2.1789 0.9149
H 1.2830 -5.1476 0.6382
O -2.7430 4.8005 -1.3265
P -2.4993 5.4555 -2.6640
N -2.7769 4.1243 -3.7265
C -1.8355 3.0195 -3.8402
C -4.1485 3.6521 -3.6822
N -0.8656 5.8964 -2.4396
C 0.2293 5.5445 -3.3162
C -0.3951 5.9907 -1.0605
N -2.6082 6.6283 -4.0103
C -3.5004 7.7519 -3.6846
C -2.7873 6.2608 -5.4045
H -2.1260 2.3776 -4.6768
H -1.7707 2.4077 -2.9337
H -0.8368 3.3689 -4.0934
H -4.8421 4.4854 -3.8597
H -4.4017 3.2037 -2.7138
H -4.3293 2.9150 -4.4670
H 0.6146 4.5423 -3.0959
H 1.0562 6.2503 -3.1905
H -0.0467 5.5898 -4.3703
H -0.1458 5.0078 -0.6433
H -1.1469 6.4443 -0.4206
H 0.4953 6.6225 -1.0101
H -4.5553 7.4512 -3.6887
H -3.3711 8.5742 -4.3912
H -3.2640 8.1391 -2.6883
H -3.7836 5.8597 -5.6278
H -2.0428 5.5396 -5.7285
H -2.6409 7.1577 -6.0160
O -1.3889 -2.2539 10.1014
P -0.8007 -2.7286 8.7905
N -0.1232 -4.2423 9.2944
C 1.0536 -4.3144 10.1348
C -1.1337 -5.1930 9.7181
N 0.3163 -1.4600 8.5346
C 1.7333 -1.6217 8.3084
C 0.0591 -0.2058 9.2304
N -0.6584 -3.1587 7.0724
C -1.9087 -2.8954 6.3350
C -0.0659 -4.3904 6.5744
H 1.3934 -5.3522 10.1957
H 0.8800 -3.9409 11.1543
H 1.8881 -3.7669 9.7006
H -1.8925 -5.3117 8.9351
H -1.6441 -4.8751 10.6366
H -0.6933 -6.1782 9.8852
H 2.2827 -1.7249 9.2541
H 2.1358 -0.7490 7.7871
H 1.9606 -2.4791 7.6747
H 0.3996 -0.2376 10.2747
H -1.0007 0.0314 9.2318
H 0.5720 0.6160 8.7256
H -2.6886 -3.6232 6.5859
H -1.7387 -2.9226 5.2583
H -2.2844 -1.8968 6.5821
H -0.6727 -5.2801 6.7798
H 0.9327 -4.5506 6.9721
H 0.0417 -4.2987 5.4898
O 1.9533 0.5128 -6.0430
P 1.9339 -0.9417 -6.4539
N 0.7563 -0.8716 -7.7267
C -0.6533 -0.6750 -7.4530
C 1.1931 -0.0668 -8.8517
N 1.4108 -1.6328 -4.9940
C 0.2632 -2.4965 -4.8366
C 1.6113 -0.8510 -3.7679
N 2.4950 -2.5538 -6.9917
C 3.9620 -2.6128 -7.0946
C 1.9066 -3.3069 -8.0858
H -1.2254 -0.8203 -8.3742
H -0.8796 0.3225 -7.0517
H -1.0333 -1.4229 -6.7600
H 2.1726 -0.4125 -9.2063
H 1.2855 0.9954 -8.5912
H 0.4998 -0.1628 -9.6903
H -0.6620 -1.9177 -4.7289
H 0.3714 -3.1088 -3.9376
H 0.1464 -3.1969 -5.6663
H 0.8356 -0.0983 -3.6444
H 2.5748 -0.3463 -3.7791
H 1.6035 -1.4942 -2.8898
H 4.3344 -2.0508 -7.9599
H 4.3088 -3.6447 -7.1753
H 4.4158 -2.1866 -6.1945
H 2.1043 -2.8729 -9.0742
H 0.8332 -3.4189 -7.9645
H 2.3295 -4.3167 -8.0719

Output
ΔE to the lowest compared entry with this formula, charge and spin: 110.1 kcal/mol
M: 773.55 g/mol
net charge: -1

Löwdin atomic charge list, values in e, 5 entries: C -0.11; C -0.24; C -0.40; C -0.14; B -0.88